Record 1
A 2-piece molecular cluster, CH2NO2S overall in a non-equilibrium geometry. Source: OMol25; level of theory: ωB97M-V with the def2-TZVPD basis set.

Calculated values
Highest occupied orbital energy (spin up / spin down), eV: -1.465 / -2.788
LUMO energy (spin up / spin down), eV: 3.77 / 2.52
Total charge: -1
2S+1: 3
Orbital gap (spin up / spin down), eV: 5.235 / 5.305
ΔE to the lowest compared entry with this formula, charge and spin, kJ/mol: 485.4

```
7
Properties=species:S:1:pos:R:3:lowdin_charge:R:1
C 0.70464 -0.01559 1.88492 -0.87
N -0.69494 -0.27099 -0.00092 0.16
O 2.15985 0.57896 0.21312 -0.49
O -0.36068 -0.34794 1.32844 -0.20
S 1.40235 -0.05290 3.34033 0.49
H 1.33672 1.01900 -0.22078 -0.09
H -1.65412 -0.15926 0.09146 0.01
```

Record 2
C18H16BrN5OPdS as an isolated structure in a non-equilibrium geometry. Source: OMol25; level of theory: ωB97M-V with the def2-TZVPD basis set.

Calculated values
Highest occupied orbital energy, eV: -14.224
LUMO energy, eV: -6.90
Total charge: +2
Orbital gap, eV: 7.323
ΔE to the lowest compared entry with this formula, charge and spin, kJ/mol: 107.4

```
43
Properties=species:S:1:pos:R:3:lowdin_charge:R:1
Pd -0.41850 1.11853 0.02851 0.84
O -6.17129 -0.58154 0.05718 0.15
C -4.86418 -0.36430 0.05056 -0.27
C -3.89900 -1.37762 0.05505 0.05
C -2.56914 -1.03619 0.04800 -0.07
N -2.16832 0.24513 0.03621 -0.16
C -3.11157 1.18938 0.03218 -0.68
Br -2.32872 2.91214 0.02003 0.94
C -4.45606 0.97682 0.03809 0.02
H -6.39009 -1.52464 0.06706 0.15
H -4.18342 -2.42150 0.06368 0.14
H -1.79021 -1.78613 0.04974 0.13
H -5.17796 1.78045 0.03313 0.14
N 2.03052 -1.29052 0.01959 0.14
C 1.58171 -1.02052 1.30849 -0.28
C 2.30830 -1.60654 2.35689 0.01
C 1.90904 -1.39503 3.64923 -0.02
C 0.77990 -0.60863 3.89877 -0.04
C 0.12833 -0.07125 2.82519 -0.13
N 0.51833 -0.25720 1.53592 0.02
C 1.55877 -1.03226 -1.26303 -0.29
C 2.27197 -1.62245 -2.31914 0.01
C 1.85823 -1.41151 -3.60687 -0.02
C 0.72605 -0.62553 -3.84514 -0.04
C 0.08308 -0.09095 -2.76513 -0.13
N 0.48889 -0.27379 -1.47949 0.02
H 2.85996 -1.86200 0.01602 0.14
H 3.16769 -2.22690 2.13579 0.13
H 2.46077 -1.84264 4.46515 0.13
H 0.42240 -0.42981 4.90227 0.12
H -0.75574 0.53654 2.96272 0.11
H 3.13209 -2.24554 -2.10693 0.13
H 2.40044 -1.86055 -4.42849 0.13
H 0.36036 -0.44455 -4.84539 0.12
H -0.80430 0.51324 -2.89357 0.11
S 3.18880 3.45871 0.90237 1.14
C 3.12714 3.10160 -0.76402 -0.33
C 1.99447 2.42610 -1.05920 -0.20
N 1.18691 2.20650 0.03977 -0.22
C 1.71456 2.69852 1.14298 -0.45
H 3.90877 3.41243 -1.43881 0.09
H 1.67941 2.10058 -2.03677 0.11
H 1.24161 2.63343 2.11138 0.09
```

Record 3
One molecule with the formula C17H24N2O3. Source: OMol25; level of theory: ωB97M-V with the def2-TZVPD basis set.

Calculated values
Highest occupied orbital energy, eV: -9.069
LUMO energy, eV: 0.55
Total charge: 0
Orbital gap, eV: 9.623
ΔE to the lowest compared entry with this formula, charge and spin, kJ/mol: 39.0
SMILES: CCOC(=O)N1CCC(NC(=O)CCc2ccccc2)CC1

```
46
Properties=species:S:1:pos:R:3:lowdin_charge:R:1
C -5.21599 -2.94243 -0.25017 -0.06
C -5.84480 -1.79747 0.53124 -0.22
O -4.89014 -0.78331 0.83508 -0.01
C -4.63284 0.09624 -0.16194 -0.53
O -5.20275 0.09225 -1.22802 0.09
N -3.70576 1.01572 0.19580 -0.04
C -2.93852 0.96953 1.41769 -0.13
C -1.48038 0.61668 1.12084 -0.11
C -0.89801 1.62047 0.12020 -0.30
N 0.49534 1.32342 -0.17930 0.10
C 0.93407 0.15885 -0.71314 -0.50
O 0.20713 -0.77009 -0.99152 0.07
C 2.44273 0.10656 -0.88721 -0.09
C 3.10716 -0.26174 0.45048 -0.15
C 4.59858 -0.33487 0.28583 -0.25
C 5.19684 -1.49462 -0.19066 -0.04
C 6.56543 -1.55482 -0.38079 -0.08
C 7.35509 -0.45296 -0.09835 -0.10
C 6.76846 0.70766 0.37522 -0.09
C 5.39874 0.76537 0.56363 -0.05
C -1.75686 1.61829 -1.14908 -0.11
C -3.20713 1.94410 -0.79321 -0.13
H -4.36866 -3.35099 0.29555 0.08
H -4.87328 -2.58148 -1.21654 0.07
H -5.95198 -3.72606 -0.40622 0.08
H -6.21138 -2.13631 1.50299 0.12
H -6.66491 -1.35476 -0.04333 0.12
H -3.38200 0.23467 2.08710 0.12
H -2.99074 1.95841 1.89155 0.13
H -0.90051 0.62697 2.04534 0.12
H -1.42406 -0.38040 0.68450 0.12
H -0.91796 2.62274 0.56542 0.15
H 1.17186 2.04681 -0.00226 0.14
H 2.82562 1.06591 -1.24067 0.12
H 2.67639 -0.65908 -1.62726 0.13
H 2.71710 -1.22706 0.77848 0.13
H 2.85002 0.48579 1.20478 0.11
H 4.58309 -2.35655 -0.40990 0.12
H 7.01793 -2.46391 -0.74904 0.10
H 8.42402 -0.49942 -0.24491 0.10
H 7.37905 1.57026 0.59952 0.10
H 4.94696 1.67440 0.93672 0.11
H -1.37678 2.35064 -1.86304 0.12
H -1.70354 0.62887 -1.60322 0.12
H -3.84756 1.86765 -1.67277 0.12
H -3.27507 2.96004 -0.38537 0.13
```

Record 4
A 2-piece molecular cluster, C3H9NO overall in a non-equilibrium geometry. Source: OMol25; level of theory: ωB97M-V with the def2-TZVPD basis set.

Calculated values
Highest occupied orbital energy, eV: -9.010
LUMO energy, eV: 0.84
Total charge: 0
Orbital gap, eV: 9.848
ΔE to the lowest compared entry with this formula, charge and spin, kJ/mol: 322.0
SMILES: C=C.NCO

```
14
Properties=species:S:1:pos:R:3:lowdin_charge:R:1
C 1.37219 -0.61580 -2.79722 -0.09
C 2.26097 -1.35069 -2.13442 -0.09
H 1.47789 0.44560 -2.58315 0.04
H 0.83407 -0.82380 -3.71749 0.05
H 2.85358 -0.87721 -1.32814 0.05
H 2.68494 -2.32429 -2.30658 0.04
N -1.31710 1.49354 1.25915 0.00
C -1.19681 0.24325 1.99605 -0.36
O -2.27674 0.06218 2.97100 -0.07
H -2.30578 1.72454 1.32164 0.08
H -0.55688 1.60557 0.61237 0.07
H -1.06142 -0.60123 1.25792 0.11
H -0.22272 0.02941 2.54239 0.11
H -2.54620 0.98893 2.90647 0.06
```

Record 5
C26H23IMnN10S as an isolated structure in a non-equilibrium geometry. Source: OMol25; level of theory: ωB97M-V with the def2-TZVPD basis set.

Calculated values
Highest occupied orbital energy (spin up / spin down), eV: -5.429 / -7.556
LUMO energy (spin up / spin down), eV: 0.19 / -0.41
Total charge: 0
2S+1: 6
Orbital gap (spin up / spin down), eV: 5.616 / 7.144

```
62
Properties=species:S:1:pos:R:3:lowdin_charge:R:1
Mn -1.34617 -0.36770 0.29224 0.31
C -0.68863 0.19376 4.26335 -0.03
C -0.62487 -0.12035 2.79397 -0.27
N -1.73399 -0.36006 2.10098 -0.16
N -2.94817 -0.37778 2.70898 0.01
C -3.93908 -0.40744 1.86460 -0.83
N -5.20885 -0.41199 2.35866 0.07
S -3.73929 -0.38396 0.12766 0.65
C 0.57861 -0.14010 2.03274 -0.21
C 1.74442 0.49192 2.65010 -0.01
C 2.71182 1.24654 2.09586 0.00
C 2.88142 1.27318 0.62263 -0.33
C 1.53952 0.23553 -1.02657 0.03
N 0.40948 -0.72813 0.80241 -0.09
H -1.67128 -0.08764 4.62854 0.06
H -0.54097 1.25944 4.45150 0.09
H 0.06914 -0.36137 4.81637 0.08
H -5.31988 -0.67777 3.32347 0.09
H -5.93622 -0.68865 1.72399 0.07
H 1.75423 0.42326 3.73138 0.10
H 3.49854 1.65807 2.72025 0.11
H 3.39965 2.23105 -1.09826 0.12
H 2.16988 0.07651 -1.89242 0.14
N 2.32326 -2.93691 0.43796 0.16
C 2.54178 -1.61946 0.16139 -0.39
N 3.73158 -1.09522 0.25181 0.16
C 3.90706 0.22043 0.28968 -0.34
N 5.20033 0.71138 0.12023 0.12
N 2.80225 2.38963 -0.29443 0.15
C 1.64826 1.49485 -0.24377 -0.27
N 1.39453 -0.87031 -0.18459 -0.06
C 0.42836 2.19325 0.30583 -0.14
C 0.58296 3.49857 0.77460 0.01
C -0.49626 4.21570 1.24923 -0.04
C -1.74408 3.61717 1.21903 -0.04
C -1.83682 2.32989 0.73973 -0.11
N -0.78949 1.60150 0.31029 0.04
H 3.13162 -3.52505 0.53648 0.10
H 1.46220 -3.34668 0.11675 0.03
H 5.91849 0.01597 0.25809 0.09
H 5.39284 1.59114 0.57562 0.09
H 1.56805 3.93139 0.73583 0.11
H -0.36918 5.22592 1.61550 0.11
H -2.63234 4.13026 1.55868 0.11
H -2.80904 1.86032 0.68243 0.06
I -1.54020 -3.17063 0.10316 1.14
C -1.16404 -2.97764 -1.99131 -0.54
C -1.04313 -4.13043 -2.71061 -0.16
C -0.85960 -4.04470 -4.10243 -0.09
C -0.82662 -2.82006 -4.70375 -0.04
C -0.96110 -1.62697 -3.95598 -0.17
C -0.97710 -0.37382 -4.60514 -0.05
C -1.18544 0.75920 -3.87585 -0.08
C -1.33065 0.69434 -2.47766 -0.13
C -1.25196 -0.48092 -1.74978 -0.22
C -1.12020 -1.67510 -2.53507 -0.23
H -1.09550 -5.09363 -2.22178 0.09
H -0.76437 -4.95373 -4.68196 0.10
H -0.70960 -2.74142 -5.77844 0.11
H -0.85275 -0.33470 -5.68093 0.11
H -1.23416 1.72363 -4.36863 0.10
H -1.49924 1.63652 -1.97261 0.08
```

Record 6
A 2-piece molecular cluster, C6H10O overall in a non-equilibrium geometry. Source: OMol25; level of theory: ωB97M-V with the def2-TZVPD basis set.

Calculated values
Highest occupied orbital energy (spin up / spin down), eV: -14.278 / -14.283
LUMO energy (spin up / spin down), eV: -5.86 / -7.83
Total charge: +1
2S+1: 2
Orbital gap (spin up / spin down), eV: 8.416 / 6.451
ΔE to the lowest compared entry with this formula, charge and spin, kJ/mol: 250.4

```
17
Properties=species:S:1:pos:R:3:lowdin_charge:R:1
C -1.29452 0.93963 -0.17584 -0.08
C -0.40416 1.77987 0.41262 0.15
C -0.16504 -1.23994 0.34886 0.00
C -1.25040 -0.45824 -0.02842 0.00
C 0.67338 -3.44850 0.79761 0.15
C -0.09432 -2.63331 0.04098 -0.12
H -2.28121 1.28613 -0.45963 0.13
H -0.53224 2.80909 0.71819 0.10
H 0.43725 1.41427 0.99431 0.09
H 0.68395 -0.87547 0.92635 0.13
H -2.05027 -1.03550 -0.48537 0.14
H 1.12040 -2.98433 1.67468 0.09
H 0.74186 -4.52623 0.75228 0.10
H -0.23408 -2.84315 -1.02045 0.14
H 2.15542 3.96899 -2.02811 0.05
H 0.99606 3.55453 -1.06475 -0.02
O 1.49792 4.29216 -1.40332 -0.04
```